(1)
Molecular formula: C3H18N12
Method: DFT, the ωB97M-V functional and the def2-TZVPD basis

Structure (XYZ):
```
33
Properties=species:S:1:pos:R:3:forces:R:3:nbo_charge:R:1
C -0.92909 -1.62014 -5.60665 -1.12 -2.26 -0.72 -0.477
C -0.65834 -0.89465 5.25018 -0.38 -3.74 1.21 -0.503
C 0.03203 1.46178 -0.29052 -0.71 2.16 0.24 -0.132
N 0.24674 -0.80059 -1.92034 -2.66 0.98 0.96 -0.135
N 0.44009 1.57160 3.06338 -0.36 1.44 -1.63 -0.229
N 0.23421 -1.66052 -2.86516 2.15 0.06 -1.56 -0.265
N 0.40946 0.70105 4.07133 2.43 -0.59 1.50 0.039
N 1.31110 -0.05116 -1.78784 -0.37 -0.56 -0.36 0.049
N -0.45686 1.27734 2.11031 1.86 -1.85 -2.06 -0.325
N -0.65187 -0.68586 -4.71050 -0.10 2.43 4.19 -0.376
N -0.51480 -0.02799 4.19970 -2.55 -0.51 -1.76 -0.021
N 1.22212 0.97408 -1.00793 -0.59 1.63 -0.08 -0.006
N -0.04716 0.65466 0.92397 -0.87 -0.41 0.48 -0.182
N 2.40757 1.66406 -0.68555 -2.99 1.53 0.13 -0.619
N -0.82568 -0.60012 0.62864 0.45 2.95 0.05 -0.675
H -0.14444 -1.97636 -6.19749 1.41 -0.68 -1.06 0.215
H -1.41508 -2.40056 -5.05795 -0.67 -1.00 -0.39 0.197
H -1.63285 -1.15033 -6.26420 -0.98 0.15 -0.89 0.272
H -1.22419 -1.89219 4.82914 1.64 2.41 1.16 0.288
H 0.30422 -1.12919 5.80727 -1.16 0.14 -0.49 0.225
H -1.39782 -0.41974 5.89081 -0.14 -0.13 0.44 0.288
H -0.92295 1.48637 -0.92754 1.39 -0.53 0.67 0.233
H 0.19305 2.58514 0.00074 0.09 -2.26 -0.61 0.269
H -0.70268 -0.62375 -1.36942 2.42 -0.11 -0.55 0.425
H 1.30691 1.89054 2.67809 1.03 -0.04 0.64 0.420
H -0.54902 -2.27249 -2.85300 -1.16 -0.19 0.40 0.367
H 1.16296 0.67967 4.77104 0.49 0.57 -0.14 0.416
H 0.02541 -0.04464 -5.01454 1.51 1.10 -0.54 0.328
H -1.26167 1.76932 2.11606 -2.99 2.19 0.00 0.380
H 2.71978 2.30450 -1.39038 -0.27 0.36 -0.71 0.394
H 3.06642 1.00746 -0.55582 3.12 -2.77 0.67 0.374
H -0.13799 -1.24719 0.90016 0.25 -1.77 0.70 0.379
H -1.60955 -0.53009 1.26403 -0.15 -0.70 0.10 0.385
```
Forces are in eV/Å.

Summary:
2S+1   1
Net charge   +2
Molecular weight   222.261 g/mol
HOMO (spin up / spin down)   -14.74 / -14.62 eV
Lowest unoccupied orbital energy (spin up / spin down)   -7.391 / -7.352 eV
Energy   -21255.3246 eV
Relative energy (zero: lowest compared OMol25 entry of this formula, charge and spin)   2.494 eV
Orbital gap (spin up / spin down)   7.4 / 7.3 eV



(2)
Molecular formula: C3H18O6
Method: DFT, the ωB97M-V functional and the def2-TZVPD basis

Structure (XYZ):
```
27
Properties=species:S:1:pos:R:3:forces:R:3:nbo_charge:R:1
C 0.29338 0.54515 3.85347 -0.27 -0.70 0.33 -0.246
O -0.87712 -0.23329 4.12072 0.16 1.01 0.11 -0.751
H 1.15450 -0.12309 3.85831 0.34 0.11 0.08 0.153
H 0.29056 1.05142 2.88818 -0.28 0.11 -0.03 0.160
H 0.39673 1.27535 4.65610 -0.01 -0.03 -0.08 0.175
H -0.91357 -0.92075 3.45164 0.08 -0.40 -0.13 0.488
C 1.53855 1.00236 -2.98531 0.20 -0.05 -0.16 -0.272
O 0.21869 1.27627 -2.57934 0.22 1.19 -0.14 -0.760
H 2.07429 0.60478 -2.12333 0.43 -0.43 -0.27 0.172
H 1.52008 0.35043 -3.85866 0.33 -0.41 0.12 0.166
H 2.07187 1.89234 -3.31942 -0.34 0.31 0.16 0.183
H -0.18029 0.42602 -2.38063 -0.54 -0.08 0.20 0.492
C -2.24631 -1.49520 -1.60438 -0.27 -0.56 -0.25 -0.257
O -0.96698 -1.01449 -2.05737 -0.37 -0.09 0.66 -0.771
H -2.20650 -2.52890 -1.26091 0.33 -0.09 -0.07 0.185
H -2.60154 -0.92507 -0.74597 0.37 0.36 -0.23 0.204
H -2.99440 -1.45145 -2.39593 0.05 0.21 -0.05 0.182
H -0.59282 -1.53947 -2.76871 -0.32 -0.41 0.02 0.494
O 0.26694 -0.16257 0.55693 -0.07 -0.43 0.00 -0.982
H -0.22643 -0.44124 -0.21453 -0.02 -0.08 -0.57 0.478
H 0.37715 0.78144 0.44322 0.26 0.68 0.16 0.509
O -0.46840 -2.19740 2.17130 -0.49 -0.74 0.29 -0.967
H -0.41576 -1.51693 1.50016 0.30 0.60 -0.22 0.494
H 0.40338 -2.59255 2.18131 0.20 -0.06 0.08 0.474
O 1.13984 2.59664 -0.14430 0.01 0.02 0.44 -0.966
H 0.97315 2.27363 -1.02980 -0.50 -0.14 -0.64 0.487
H 1.97088 3.06666 -0.21276 0.20 0.11 0.19 0.474
```
Forces are in eV/Å.

Summary:
2S+1   1
Molecular weight   150.171 g/mol
Structure (SMILES)   CO.CO.CO.O.O.O
HOMO   -9.30 eV
Lowest unoccupied orbital energy   0.154 eV
Energy   -15686.9647 eV
Relative energy (zero: lowest compared OMol25 entry of this formula, charge and spin)   1.614 eV
Orbital gap   9.5 eV



(3)
Molecular formula: C3H19O7
Method: DFT, the ωB97M-V functional and the def2-TZVPD basis

Structure (XYZ):
```
29
Properties=species:S:1:pos:R:3:forces:R:3:nbo_charge:R:1
C 1.86795 -0.64972 -0.71880 1.38 -0.84 0.97 -0.053
O 1.48730 -0.01747 -1.89223 -1.44 2.00 0.20 -0.794
C 0.81710 -1.73920 -0.34098 1.99 -0.90 -1.63 -0.465
C -0.39245 -1.21460 0.30720 -3.14 -0.35 2.79 -0.661
H 2.11783 0.09772 0.12928 -0.69 -1.04 -1.08 0.160
H 2.84991 -1.13741 -0.97930 -0.78 0.19 0.50 0.161
H 1.29389 -2.65033 0.13561 -0.44 1.33 0.21 0.205
H 0.50639 -2.18661 -1.32448 0.27 0.45 0.74 0.223
H -0.77077 -1.96758 1.05202 0.39 0.32 -0.80 0.232
H -1.30186 -1.13389 -0.30279 0.54 0.42 -0.46 0.222
H -0.40601 -0.30931 1.00047 0.79 -0.77 -1.51 0.195
H -0.04765 -0.71394 -3.77690 -2.27 2.96 -0.79 0.452
H 0.91031 -1.26915 -3.02781 0.43 -0.63 -0.32 0.486
O 0.36987 -1.52093 -3.81111 1.70 -2.35 0.67 -0.966
H -0.73971 -1.05118 2.66893 0.57 -0.59 1.30 0.487
H 0.70847 -0.83391 2.47777 -0.86 -1.40 1.78 0.458
O 0.10119 -1.35606 3.10966 0.36 2.01 -2.04 -0.944
H -2.49044 0.79949 1.52140 -1.09 -0.14 0.87 0.502
H -3.54109 -0.39731 1.49131 -0.71 -0.78 -0.95 0.441
O -3.08509 0.15015 2.09760 1.49 0.91 0.50 -1.034
H -0.32187 2.18348 -1.20864 -5.00 -0.76 0.82 0.465
H 0.88512 0.80475 -1.65491 1.66 -0.95 -0.59 0.510
O 0.52205 2.38230 -1.41663 4.35 0.99 -0.77 -0.978
H -1.17825 1.12815 0.40181 -1.23 1.40 0.35 0.425
H -0.64497 2.55634 1.04089 0.57 -0.18 -0.13 0.509
O -1.75100 1.86843 0.76890 2.16 -1.02 -0.78 -1.114
H 0.93315 2.51712 1.72173 1.58 -1.48 2.60 0.449
H 0.79389 2.73818 -0.50279 0.03 -0.38 -0.31 0.519
O 0.50674 2.92249 1.03277 -2.62 1.58 -2.14 -1.093
```
Forces are in eV/Å.

Summary:
2S+1   1
Net charge   -1
Molecular weight   167.178 g/mol
HOMO   -6.19 eV
Lowest unoccupied orbital energy   3.319 eV
Energy   -17751.8884 eV
Relative energy (zero: lowest compared OMol25 entry of this formula, charge and spin)   1.473 eV
Orbital gap   9.5 eV



(4)
Molecular formula: C3H20N2O8
Method: DFT, the ωB97M-V functional and the def2-TZVPD basis

Structure (XYZ):
```
33
Properties=species:S:1:pos:R:3:forces:R:3:nbo_charge:R:1
C -1.63544 1.45660 0.14070 -3.30 -3.31 -0.35 -0.097
C -2.74752 1.18487 0.93486 0.38 0.47 -1.84 -0.080
N -3.53289 0.22637 0.27622 2.85 -0.36 -0.53 -0.517
C -2.76555 -0.31458 -0.79028 2.70 9.13 6.92 0.157
N -1.67515 0.47726 -0.84278 -0.07 -0.91 -1.68 -0.533
H -0.93348 2.24496 0.08898 0.39 0.26 0.33 0.221
H -3.01335 1.68064 1.83150 -0.69 0.14 0.56 0.219
H -4.28585 -0.24087 0.69502 -1.12 -0.50 0.61 0.410
H -2.98390 -0.99446 -1.41698 -1.80 -4.91 -4.21 0.214
H 0.98499 1.87477 0.67266 0.88 -0.63 -3.27 0.478
H 0.58703 2.97221 1.52034 -0.44 2.29 0.12 0.468
O 0.84606 2.08772 1.54580 0.20 -1.69 3.51 -0.942
H 1.37097 3.64679 -1.61491 -0.05 1.20 -0.28 0.459
H 1.25804 2.19832 -1.63391 0.17 -0.94 -0.33 0.487
O 1.72362 2.89806 -1.16050 0.14 0.04 0.81 -0.983
H 2.12021 -1.86968 -0.74502 -3.14 -0.78 -1.43 0.497
H 0.71183 -2.41998 -0.24422 0.45 0.32 -1.30 0.495
O 1.13828 -2.08687 -1.09385 3.05 0.42 2.32 -1.022
H -1.26248 -3.30240 -2.26241 -0.01 0.63 -0.18 0.478
H -0.73951 -1.87035 -2.18013 0.99 0.39 0.27 0.490
O -1.51224 -2.37126 -2.40017 -0.87 -1.16 -0.09 -0.964
H 2.18473 0.22202 2.87457 0.03 0.30 0.27 0.481
H 1.59647 -0.99700 3.44653 -3.05 -1.91 0.31 0.468
O 2.38643 -0.55298 3.41586 2.85 1.85 -0.60 -0.945
H 0.75773 0.11314 -2.41970 0.54 -2.38 0.47 0.489
H -0.34475 1.10062 -2.43245 -1.30 -0.18 0.36 0.499
O 0.58892 1.01184 -2.54235 0.58 2.08 -1.01 -0.952
H -1.28398 -2.17439 0.60266 0.38 -0.16 0.31 0.485
H -0.13379 -1.19106 0.80494 -0.80 -2.08 0.84 0.490
O -0.43025 -2.13757 1.07861 0.08 2.49 -0.86 -0.949
H 2.99812 -0.82302 1.17450 -1.87 0.37 -0.53 0.453
H 4.15375 -1.03076 1.78422 1.74 -0.37 1.57 0.476
O 3.87292 -1.01894 0.89172 0.08 -0.10 -1.10 -0.931
```
Forces are in eV/Å.

Summary:
2S+1   1
Molecular weight   212.199 g/mol
Structure (SMILES)   c1c[nH]cn1.O.O.O.O.O.O.O.O
HOMO   -9.43 eV
Lowest unoccupied orbital energy   0.199 eV
Energy   -22794.4408 eV
Relative energy (zero: lowest compared OMol25 entry of this formula, charge and spin)   3.033 eV
Orbital gap   9.6 eV



(5)
Molecular formula: C3H20O7
Method: DFT, the ωB97M-V functional and the def2-TZVPD basis

Structure (XYZ):
```
30
Properties=species:S:1:pos:R:3:forces:R:3:mulliken_spin:R:1
O -10.00143 -2.61997 13.21982 -0.44 0.04 -0.16 0.000
H -9.08081 -2.62767 12.95783 0.35 -0.12 -0.14 0.000
H -10.00286 -2.19849 14.07923 0.12 -0.01 0.45 0.000
O -14.27426 -3.98626 13.67644 -0.89 -0.62 0.54 0.554
H -14.37649 -3.96043 12.72507 -0.12 -0.27 -1.02 -0.013
H -13.64915 -3.28760 13.86970 1.10 1.34 0.64 -0.021
O -15.33707 -2.82347 16.79193 0.36 -0.86 0.40 0.416
H -15.75608 -2.20613 16.19231 -1.31 0.65 -1.05 -0.017
H -14.55118 -2.36838 17.09441 0.69 0.04 0.48 -0.009
O -13.13328 -1.52149 14.50808 -0.12 -1.10 0.24 0.063
H -12.55653 -0.93689 14.01633 0.38 0.54 -0.62 -0.003
H -13.66347 -0.93630 15.04908 -0.31 0.52 -0.10 -0.002
O -17.00820 -1.18704 15.22997 0.32 -0.49 0.32 0.018
H -16.48833 -0.38381 15.25835 0.29 0.77 0.00 0.001
H -17.41286 -1.18047 14.36254 -0.23 -0.20 -0.25 -0.001
O -11.05226 -0.04457 12.71941 -0.49 0.24 0.35 0.000
H -10.74204 -0.94864 12.66788 0.36 -0.65 -0.19 0.000
H -10.56570 0.41547 12.03541 -0.01 0.29 -0.14 0.000
C -16.35659 2.12314 16.50366 -0.43 1.85 1.34 0.003
C -14.98413 2.15855 15.84385 -3.71 1.19 -0.93 0.000
C -13.92086 2.93916 16.49179 2.39 -0.29 1.36 0.000
O -14.80948 0.79054 15.57732 1.98 -1.69 -0.38 0.010
H -17.09675 1.87780 15.74204 -0.16 -0.09 0.43 0.000
H -16.58469 3.08253 16.96803 -0.27 0.65 -0.72 0.000
H -16.48688 1.57486 17.43668 0.45 -1.10 -0.27 0.000
H -15.29386 2.59450 14.89406 0.87 0.02 -0.40 0.000
H -12.94040 2.54944 16.21810 0.11 -0.35 -0.22 0.000
H -13.93088 2.84340 17.57753 -0.24 -0.13 0.21 0.000
H -13.74392 4.00196 16.32669 -1.07 0.04 -0.54 0.000
H -14.60760 0.41667 16.43817 0.02 -0.20 0.37 0.000
```
Forces are in eV/Å.

Summary:
2S+1   2
Net charge   +1
Molecular weight   168.186 g/mol
HOMO (spin up / spin down)   -13.96 / -13.87 eV
Lowest unoccupied orbital energy (spin up / spin down)   -3.047 / -10.777 eV
Energy   -17756.7720 eV
Relative energy (zero: lowest compared OMol25 entry of this formula, charge and spin)   0.617 eV
Orbital gap (spin up / spin down)   10.9 / 3.1 eV



(6)
Molecular formula: C3H20O8Pb
Method: DFT, the ωB97M-V functional and the def2-TZVPD basis

Structure (XYZ):
```
32
Properties=species:S:1:pos:R:3:forces:R:3:nbo_charge:R:1
Pb -0.74650 -0.12241 -0.38666 1.03 -0.86 1.26 1.475
O -2.84650 -0.73641 -0.40866 -3.32 0.07 -0.63 -1.284
H -3.67550 -0.26441 -0.71366 1.21 -0.73 0.81 0.449
C 1.76950 1.71059 1.06834 0.70 -0.30 1.83 -0.623
C 2.43450 0.40459 0.65634 -2.82 -3.23 -0.84 0.094
C 2.54650 -0.79341 1.68834 2.23 1.29 0.44 -0.625
O 1.60650 -0.09541 -0.36566 0.92 0.10 -0.63 -1.005
H 0.66750 1.60459 1.11834 0.72 -0.12 0.27 0.182
H 1.96650 2.42059 0.27634 0.24 0.48 0.09 0.202
H 2.17050 2.01559 2.07434 -0.43 0.45 -0.87 0.190
H 3.39650 0.48759 0.22734 1.55 0.90 -0.07 0.149
H 2.95350 -0.39841 2.62334 0.61 -0.01 0.25 0.175
H 3.23850 -1.65441 1.37934 -1.16 1.38 0.03 0.210
H 1.62050 -1.15541 2.03434 -1.53 -0.65 -0.29 0.181
O -1.96450 1.91959 0.11734 -0.47 1.81 0.47 -0.922
H -1.44650 2.72759 0.24034 0.02 0.00 -0.20 0.482
H -2.38050 1.80559 0.97834 -0.25 -0.31 0.05 0.494
O -0.55550 -2.46041 0.56134 -1.72 -0.16 1.08 -0.925
H 0.24650 -2.91541 0.41834 1.65 -0.73 -0.15 0.490
H -0.79250 -2.56641 1.50334 0.25 0.01 -0.76 0.486
O -2.49650 -0.32641 -3.05666 -1.50 2.85 -1.10 -0.959
H -2.73650 -0.66041 -2.21066 -0.76 -0.39 2.21 0.495
H -1.93450 -0.98241 -3.33366 2.04 -2.18 -1.46 0.444
O -0.05450 1.40259 -1.96766 0.60 1.96 -1.93 -0.955
H -0.60850 1.83459 -2.63366 -0.23 -0.14 0.00 0.499
H 0.77550 1.90959 -1.95366 0.02 -0.57 0.24 0.510
O -0.91850 0.00359 2.27734 -0.28 0.04 0.55 -0.948
H -1.72050 -0.40241 2.62634 -0.06 0.01 0.02 0.490
H -0.32650 0.14059 3.02134 0.13 0.01 0.17 0.491
O -0.07350 -1.52741 -2.23266 1.60 1.26 -1.74 -0.924
H -0.42850 -2.29741 -2.62166 -0.74 -1.74 -0.49 0.481
H 0.31350 -1.02841 -3.00566 -0.26 -0.51 1.41 0.503
```
Forces are in eV/Å.

Summary:
2S+1   1
Molecular weight   391.385 g/mol
HOMO   -6.08 eV
Lowest unoccupied orbital energy   0.141 eV
Energy   -25060.4684 eV
Relative energy (zero: lowest compared OMol25 entry of this formula, charge and spin)   0.895 eV
Orbital gap   6.2 eV